(1)
Here is a structure of composition C6H7GdNO6 at a distorted geometry from the Open Molecules 2025 dataset. Energies are from wB97M-V/def2-TZVPD.

ORCA input file:
```
! RIJCOSX wB97M-V def2-TZVPD def2/J DEFGRID3
* xyz 3 8
Gd 0.278 -0.016 -1.687
O 0.268 3.179 -1.783
C 0.274 2.004 -1.849
C 0.278 -2.023 -1.856
O 0.275 -3.207 -1.780
C 2.286 -0.008 -1.895
O 3.465 -0.007 -1.841
C -1.735 -0.013 -1.916
O -2.928 -0.014 -1.837
H 0.271 0.455 -3.710
H 0.272 -0.477 -3.710
N -0.544 0.870 3.099
C -0.420 -0.567 2.625
C 0.175 -0.582 1.185
O 1.228 -1.133 1.004
O -0.575 0.030 0.360
H 0.379 1.316 3.098
H -0.901 0.867 4.054
H -1.186 1.390 2.498
H 0.244 -1.065 3.295
H -1.402 -0.998 2.645
*
```

Values from the calculation:
molecular weight: 346.4 g/mol
strongest force on any atom: 18.23 eV/Å
HOMO-LUMO gap (spin up / spin down): 6.41 / 6.25 eV
E_HOMO (spin up / spin down): -22.39 / -22.35 eV
E_LUMO (spin up / spin down): -15.98 / -16.10 eV
relative energy (zero: lowest compared OMol25 entry of this formula, charge and spin): 11.267 eV

(2)
Here is a structure of composition C6H7IO at a distorted geometry from the Open Molecules 2025 dataset. Energies are from wB97M-V/def2-TZVPD.

ORCA input file:
```
! RIJCOSX wB97M-V def2-TZVPD def2/J DEFGRID3
* xyz 0 1
C 1.251 0.674 -0.824
C 0.517 1.436 0.162
C 0.831 -0.571 -1.184
C -0.665 1.152 0.728
C -0.148 -1.344 -0.458
C -1.395 -0.090 0.458
O 0.288 -2.009 0.662
I -3.449 0.036 -0.319
H 1.798 1.341 -1.417
H 0.929 2.363 0.562
H 1.191 -1.197 -2.014
H -1.087 2.002 1.187
H -0.788 -2.012 -1.023
H -1.388 -0.755 1.450
H 0.784 -1.574 1.381
*
```

Values from the calculation:
molecular weight: 222.0 g/mol
strongest force on any atom: 5.15 eV/Å
HOMO-LUMO gap: 8.82 eV
E_HOMO: -8.77 eV
E_LUMO: 0.05 eV
relative energy (zero: lowest compared OMol25 entry of this formula, charge and spin): 1.225 eV

(3)
Here is the molecule C6H7IO2S at a distorted geometry from the Open Molecules 2025 dataset. Energies are from wB97M-V/def2-TZVPD.

ORCA input file:
```
! RIJCOSX wB97M-V def2-TZVPD def2/J DEFGRID3
* xyz 0 1
C -0.710 1.373 0.081
C -1.644 0.445 -0.535
C 1.216 -0.336 0.434
C 0.533 -1.392 -0.456
C 0.092 0.456 1.068
C -0.408 -0.870 -1.556
O -0.581 2.543 0.087
O 0.777 1.380 2.001
S -3.116 0.083 -0.233
I 0.459 0.165 -3.088
H 1.811 -0.836 1.230
H 1.999 0.473 0.067
H 1.323 -2.032 -0.901
H -0.117 -2.037 0.140
H -0.682 -0.121 1.640
H -1.190 -1.490 -2.000
H 0.238 2.196 2.022
*
```

Values from the calculation:
molecular weight: 270.1 g/mol
strongest force on any atom: 4.30 eV/Å
HOMO-LUMO gap: 7.63 eV
E_HOMO: -8.52 eV
E_LUMO: -0.89 eV
relative energy (zero: lowest compared OMol25 entry of this formula, charge and spin): 2.148 eV

(4)
Here is a structure of composition C6H7LiNaO6 from the Open Molecules 2025 dataset. Energies are from wB97M-V/def2-TZVPD.

ORCA input file:
```
! RIJCOSX wB97M-V def2-TZVPD def2/J DEFGRID3
* xyz 0 2
Na 2.679 0.880 0.172
O 0.461 1.276 1.044
O -1.054 2.017 -0.463
C -2.152 1.535 0.318
C -2.713 0.249 -0.273
O 1.097 2.172 -0.890
C 0.224 1.810 -0.078
H -1.837 1.390 1.358
H -2.911 2.326 0.279
H -2.932 0.387 -1.339
H -3.661 0.034 0.243
Li 0.280 -0.541 1.537
O -1.408 -1.199 1.102
O -1.472 -1.632 -1.084
C 0.601 -3.115 -0.544
C 1.469 -1.995 -0.624
O 1.729 -1.223 0.338
C -1.801 -0.962 -0.075
H 0.329 -3.507 0.435
H 0.441 -3.721 -1.435
H 1.907 -1.785 -1.615
*
```

Values from the calculation:
molecular weight: 205.0 g/mol
strongest force on any atom: 0.83 eV/Å
HOMO-LUMO gap (spin up / spin down): 8.06 / 6.97 eV
E_HOMO (spin up / spin down): -8.74 / -8.77 eV
E_LUMO (spin up / spin down): -0.68 / -1.80 eV
relative energy (zero: lowest compared OMol25 entry of this formula, charge and spin): 0.111 eV

(5)
Here is a structure of composition C6H7LiNaO6 at a distorted geometry from the Open Molecules 2025 dataset. Energies are from wB97M-V/def2-TZVPD.

ORCA input file:
```
! RIJCOSX wB97M-V def2-TZVPD def2/J DEFGRID3
* xyz 1 1
Na -1.557 3.595 -1.411
O 0.305 1.841 -1.171
O 0.231 0.545 0.854
C -0.554 1.086 1.922
C -1.947 1.125 1.307
O -1.654 1.327 -0.088
C -0.331 0.943 -0.314
H -0.474 0.417 2.782
H -0.188 2.088 2.184
H -2.563 1.958 1.662
H -2.482 0.173 1.424
Li 2.231 -3.865 1.293
O 0.546 -3.253 0.441
O 0.698 -1.912 -1.315
C 1.184 -0.635 -1.546
C 0.066 0.342 -1.590
O 2.559 -2.681 -0.280
C 1.312 -2.659 -0.342
H 1.964 -0.341 -0.832
H -0.731 0.186 -2.322
H 1.387 -0.279 -2.658
*
```

Values from the calculation:
molecular weight: 205.0 g/mol
strongest force on any atom: 4.43 eV/Å
HOMO-LUMO gap: 7.90 eV
E_HOMO: -12.22 eV
E_LUMO: -4.33 eV
relative energy (zero: lowest compared OMol25 entry of this formula, charge and spin): 1.370 eV

(6)
Here is a structure of composition C6H7LiO3V at a distorted geometry from the Open Molecules 2025 dataset. Energies are from wB97M-V/def2-TZVPD.

ORCA input file:
```
! RIJCOSX wB97M-V def2-TZVPD def2/J DEFGRID3
* xyz 2 4
O -0.084 -4.304 -0.319
C -0.158 -2.718 -0.044
C 1.319 -2.959 -0.234
O 2.158 -2.730 0.675
H 0.114 -4.460 -1.247
H -0.893 -2.052 0.421
H -0.277 -2.006 -0.892
H 1.677 -2.900 -1.280
V 2.369 -2.025 2.339
C -1.275 -3.283 2.153
C -0.363 -3.116 3.139
C 0.568 -2.902 3.964
C 1.667 -2.750 4.741
O 2.747 -2.172 4.268
Li 4.270 -1.751 5.305
H -1.913 -2.425 1.923
H -1.755 -4.266 2.106
H 1.703 -3.155 5.759
*
```

Values from the calculation:
molecular weight: 185.0 g/mol
strongest force on any atom: 5.12 eV/Å
HOMO-LUMO gap (spin up / spin down): 6.50 / 6.76 eV
E_HOMO (spin up / spin down): -14.69 / -14.90 eV
E_LUMO (spin up / spin down): -8.19 / -8.14 eV

(7)
Here is a structure of composition C6H7LiO6 at a distorted geometry from the Open Molecules 2025 dataset. Energies are from wB97M-V/def2-TZVPD.

ORCA input file:
```
! RIJCOSX wB97M-V def2-TZVPD def2/J DEFGRID3
* xyz 0 1
Li 0.779 1.067 1.991
O 2.207 -0.373 1.132
O 1.990 -0.268 -1.046
O 3.502 1.051 -0.063
C 2.638 0.201 0.049
C 1.241 -1.448 -0.762
C 0.469 -1.323 0.541
H 0.561 -1.609 -1.604
H 1.962 -2.260 -0.584
H 0.173 -2.336 0.837
O -0.416 -0.558 1.942
O -0.257 1.018 0.224
C -1.289 1.538 -0.609
C -2.473 0.648 -0.257
O -1.841 -0.595 0.046
C -0.625 -0.301 0.644
H -1.446 2.593 -0.356
H -0.996 1.437 -1.664
H -3.168 0.494 -1.087
H -3.012 1.025 0.626
*
```

Values from the calculation:
molecular weight: 182.1 g/mol
strongest force on any atom: 3.64 eV/Å
HOMO-LUMO gap (spin up / spin down): 8.67 / 8.67 eV
E_HOMO (spin up / spin down): -9.04 / -9.04 eV
E_LUMO (spin up / spin down): -0.37 / -0.37 eV
relative energy (zero: lowest compared OMol25 entry of this formula, charge and spin): 1.519 eV

(8)
Here is a structure of composition C6H7LiO6Sr at a distorted geometry from the Open Molecules 2025 dataset. Energies are from wB97M-V/def2-TZVPD.

ORCA input file:
```
! RIJCOSX wB97M-V def2-TZVPD def2/J DEFGRID3
* xyz 1 2
O 0.385 0.759 -3.277
C 0.031 0.565 -2.111
O -1.006 -0.078 -1.799
O 0.819 1.123 -1.124
C 0.312 1.171 0.102
C 0.361 2.418 0.776
Sr -1.734 -0.197 -4.668
H -0.429 2.686 1.485
H 0.670 3.244 0.127
Li -1.560 -0.177 0.024
C 1.466 1.444 1.759
C 0.769 0.481 2.701
O 1.665 0.176 3.769
C 1.297 -0.779 4.606
O 0.212 -1.307 4.647
O 2.359 -1.151 5.309
H 1.930 2.249 2.346
H 2.358 0.983 1.311
H 0.468 -0.452 2.207
H -0.161 0.911 3.098
H 2.111 -1.857 5.919
*
```

Values from the calculation:
molecular weight: 269.7 g/mol
strongest force on any atom: 3.61 eV/Å
HOMO-LUMO gap (spin up / spin down): 5.18 / 8.85 eV
E_HOMO (spin up / spin down): -8.61 / -12.41 eV
E_LUMO (spin up / spin down): -3.43 / -3.55 eV
relative energy (zero: lowest compared OMol25 entry of this formula, charge and spin): 1.588 eV